The following is a quantum chemistry calculation of a cluster of 4 separate species, C29H73BN4OSi in total, from the Open Molecules 2025 dataset.

Geometry as ORCA input:
```
! RIJCOSX wB97M-V def2-TZVPD def2/J DEFGRID3
* xyz 0 1
C 5.04830 -4.14551 -0.47770
C 6.01253 -3.62782 -1.55266
C 5.89188 -4.34318 -2.90004
C 4.61670 -3.98360 -3.67532
C 3.42500 -4.90957 -3.43804
C 3.60596 -6.33081 -3.97291
C 2.80433 -7.38772 -3.22266
C 1.27196 -7.26704 -3.41784
C 0.47972 -6.98670 -2.13174
C -0.60733 -5.91374 -2.23088
C -0.09180 -4.54832 -2.67973
Si -1.39405 -3.18001 -2.73994
B -0.43665 -1.45831 -3.19471
N -0.82883 -0.13270 -2.70177
O 0.65458 -1.51275 -4.02105
H 4.09471 -3.62031 -0.50753
H 4.84307 -5.20600 -0.62378
H 5.46736 -4.02292 0.51866
H 7.03557 -3.71953 -1.18669
H 5.83876 -2.56134 -1.70743
H 6.76290 -4.08096 -3.50080
H 5.94761 -5.41723 -2.71371
H 4.83798 -3.94148 -4.74335
H 4.32364 -2.97157 -3.38532
H 2.55449 -4.45488 -3.91617
H 3.19412 -4.93250 -2.37124
H 4.66403 -6.59833 -3.93548
H 3.33451 -6.35563 -5.03110
H 3.12758 -8.36544 -3.58039
H 3.02869 -7.32996 -2.15720
H 1.08024 -6.50267 -4.17142
H 0.90396 -8.19950 -3.84367
H 1.14691 -6.70383 -1.31540
H 0.00148 -7.91538 -1.81494
H -1.03280 -5.78793 -1.23204
H -1.43008 -6.24133 -2.86937
H 0.74140 -4.24029 -2.04274
H 0.31824 -4.60774 -3.69367
H -2.33004 -3.54693 -3.83593
H -2.13218 -3.09749 -1.45808
H -0.24763 0.11785 -1.90483
H -0.55641 0.53843 -3.41889
H 0.82354 -2.39426 -4.35668
C 2.83234 0.06852 0.77392
C 2.35347 0.95495 1.91443
N 2.75529 2.34196 1.76777
C 2.56316 3.13159 2.97014
C 1.12955 3.34809 3.46921
C 2.37084 2.97868 0.52007
C 0.87829 3.01679 0.16258
H 3.91204 0.15278 0.64482
H 2.59318 -0.97317 0.99283
H 2.35378 0.32011 -0.17369
H 2.79522 0.59016 2.84551
H 1.26317 0.83357 2.02254
H 3.03586 4.10482 2.81067
H 3.13694 2.65042 3.76840
H 0.58415 4.05666 2.84547
H 1.15165 3.75991 4.48050
H 0.56158 2.41819 3.50955
H 2.90350 2.47493 -0.28992
H 2.76694 3.99711 0.53187
H 0.39317 2.05637 0.34542
H 0.76256 3.24355 -0.89934
H 0.33491 3.78126 0.71603
C -3.94235 -0.24020 -0.82642
C -5.08240 -0.26579 0.17879
N -6.25228 -0.97399 -0.30988
C -7.43284 -0.78182 0.51140
C -7.41379 -1.32463 1.94610
C -6.01275 -2.32727 -0.78086
C -5.38042 -3.32846 0.19610
H -4.27041 0.16994 -1.78201
H -3.12668 0.38028 -0.45495
H -3.53250 -1.23366 -1.00354
H -5.39112 0.76198 0.38925
H -4.70388 -0.67458 1.13040
H -8.28594 -1.21155 -0.02101
H -7.62087 0.29561 0.55434
H -7.50482 -2.40978 1.97536
H -8.25670 -0.91341 2.50514
H -6.50262 -1.04370 2.47513
H -5.37511 -2.26671 -1.66595
H -6.96603 -2.72345 -1.13994
H -4.53651 -2.89275 0.73295
H -5.00322 -4.19123 -0.35678
H -6.09481 -3.69944 0.92981
C -1.94887 10.13609 3.95929
C -0.59474 9.44351 3.94640
N -0.67737 8.02435 4.23811
C 0.60913 7.41358 4.51621
C 1.64618 7.36809 3.38764
C -1.57458 7.25654 3.39157
C -1.32633 7.27220 1.87658
H -2.46537 9.95761 4.90308
H -1.81276 11.21156 3.84025
H -2.59188 9.79847 3.14596
H 0.03257 9.89339 4.72062
H -0.09817 9.65555 2.98546
H 0.42527 6.39569 4.87158
H 1.04648 7.94978 5.36435
H 1.38794 6.62876 2.62945
H 2.61952 7.08590 3.79467
H 1.76751 8.33428 2.89712
H -2.59257 7.60726 3.57549
H -1.55801 6.22396 3.74956
H -1.12834 8.27956 1.50757
H -2.21190 6.90265 1.35604
H -0.49122 6.63551 1.58696
*
```

Its LUMO energy is 0.4 eV. Its structure (SMILES) is CCCCCCCCCCC[SiH2]B(N)O.CCN(CC)CC.CCN(CC)CC.CCN(CC)CC. The value obtained for the frontier orbital gap is 8.37 eV.

=====

The following is a quantum chemistry calculation of a structure of composition C20H19F3N2O3PtSSe2Te at a distorted geometry, from the Open Molecules 2025 dataset.

Geometry as ORCA input:
```
! RIJCOSX wB97M-V def2-TZVPD def2/J DEFGRID3
* xyz 0 3
Pt 0.47762 -3.39885 0.07847
Se -0.06462 0.32601 2.58794
Se 0.47678 0.92374 -1.40154
C 2.50395 -1.37179 0.58659
C 3.78788 -0.84510 0.60186
C 4.86460 -1.67439 0.87731
C 4.63434 -3.00717 1.18800
C 3.33913 -3.48187 1.15120
N 2.31476 -2.68368 0.82514
C -2.07678 -0.76946 0.32986
C -2.92633 0.30679 0.12375
C -4.26266 0.01189 -0.09558
C -4.68072 -1.31160 -0.07759
C -3.74914 -2.30280 0.18699
N -2.46378 -2.01163 0.38953
H 3.94425 0.20051 0.37503
H 5.87450 -1.28445 0.85943
H 5.44344 -3.67348 1.45049
H 3.09964 -4.50970 1.38853
H -2.55181 1.32163 0.13778
H -4.97016 0.81093 -0.27803
H -5.71470 -1.57069 -0.25831
H -4.02231 -3.34991 0.23477
C -0.41569 6.67612 0.78615
C -0.22830 5.25997 0.31375
C -1.11423 4.67318 -0.57847
C -0.93671 3.37775 -1.04940
C -1.91662 2.83312 -2.05652
C 0.17623 2.65074 -0.59875
Te 0.20821 -0.82634 0.48420
C 1.08793 3.21540 0.30330
C 2.33227 2.52770 0.79289
C 0.85447 4.51132 0.74969
H -1.35011 7.09597 0.41726
H 0.40281 7.30553 0.43293
H -0.42100 6.72584 1.87576
H -1.96930 5.24264 -0.92585
H -2.82576 3.43313 -2.06304
H -2.17899 1.79722 -1.85092
H -1.48672 2.86028 -3.06001
H 2.37853 1.49117 0.47805
H 2.37396 2.55649 1.88107
H 3.21781 3.04017 0.40877
H 1.55386 4.94928 1.45480
F 1.44333 -5.93170 -1.29677
C 0.24940 -6.51265 -1.52736
F 0.27084 -7.72141 -0.97365
F 0.10575 -6.64181 -2.84364
S -1.11196 -5.48085 -0.81331
O -2.31087 -6.20950 -1.07432
O -0.95053 -4.19715 -1.52292
O -0.71647 -5.35652 0.59469
*
```

Its LUMO energy (spin up / spin down) is -0.7 / -3.2 eV. The value obtained for the frontier orbital gap (spin up / spin down) is 6.91 / 4.84 eV.

=====

The following is a quantum chemistry calculation of an isolated molecule of CH3NO2 at a distorted geometry, from the Open Molecules 2025 dataset.

Geometry as ORCA input:
```
! RIJCOSX wB97M-V def2-TZVPD def2/J DEFGRID3
* xyz 0 3
C 0.67086 0.42608 0.00753
N 0.00045 -0.64980 0.04477
O -1.70349 0.74353 0.04478
O -1.36795 -0.52757 -0.01343
H 0.22746 1.32792 -0.20598
H 1.78777 0.21570 0.04210
H 0.38490 -1.53586 0.08023
*
```

Its LUMO energy (spin up / spin down) is 1.0 / -1.3 eV. The value obtained for the frontier orbital gap (spin up / spin down) is 6.94 / 9.78 eV.

=====

no.,molecular weight (g/mol)
1,532.828
2,905.042
3,61.040